[1]
29
Properties=species:S:1:pos:R:3:lowdin_charge:R:1 method="wB97M-V/def2-TZVPD" relative_energy_kj_mol=37.9 homo_energy_ev=2.4 e_lumo_ev=6.6076 total_charge=-5
Sr 0.29554 -0.50915 0.05449 1.84
N -3.78914 2.28746 3.81899 -0.72
O -3.97107 3.48031 3.70127 -0.08
O -4.40220 1.70884 4.62218 -0.06
O -2.80184 1.60226 3.42359 -0.12
N -0.63240 1.07101 -5.34506 -0.68
O -0.36453 0.13625 -4.49748 -0.16
O -1.75299 1.55830 -5.15342 -0.11
O 0.11730 1.68496 -6.02719 -0.04
N 5.30556 0.63281 3.21036 -0.72
O 6.13945 0.37818 3.96399 -0.05
O 5.45269 1.70081 2.56443 -0.11
O 4.40598 -0.21467 3.04074 -0.10
N 3.94584 -3.22631 -2.43586 -0.67
O 3.34003 -4.10402 -3.11271 -0.12
O 5.10284 -3.65153 -2.13899 -0.14
O 3.58882 -2.14346 -2.08168 -0.04
N 1.19180 4.53104 -2.39803 -0.67
O 0.70956 3.75500 -1.62086 -0.07
O 0.38144 5.38435 -2.84688 -0.13
O 2.40376 4.54947 -2.75512 -0.11
N -5.37608 -1.70472 -1.02565 -0.71
O -4.21021 -1.57495 -1.11436 -0.05
O -6.09552 -1.21655 -1.86086 -0.07
O -5.81996 -2.30263 0.03874 -0.16
N -0.80473 -3.40438 4.02919 -0.65
O -0.27267 -3.60184 2.90840 -0.15
O -2.05698 -3.18139 4.07554 -0.08
O -0.03025 -3.62556 4.96217 -0.09

---

[2]
31
Properties=species:S:1:pos:R:3:lowdin_charge:R:1 method="wB97M-V/def2-TZVPD" homo_energy_ev=-5.2 e_lumo_ev=3.4101 total_charge=-1
C -0.40771 -2.72288 1.31988 0.00
C -0.65909 -2.67573 -0.16204 -0.47
O -0.02310 -3.35394 -0.93724 0.07
N -1.73867 -1.81944 -0.59090 -0.08
C -2.52197 -2.40749 -1.67743 -0.07
C -1.19616 -0.49184 -0.91881 -0.41
C -2.25984 0.60556 -0.72585 -0.28
O -1.59050 1.83529 -0.62669 -0.21
Al -0.41950 1.42224 0.68413 0.16
N 1.26342 2.32595 0.53146 -0.06
C 1.77117 2.43822 -0.83841 -0.12
C 2.08877 1.76226 1.45361 -0.59
C 3.57423 2.09786 1.45821 -0.03
O 1.65654 1.01994 2.33984 -0.02
O -0.13592 -0.19657 -0.06694 -0.14
H -1.18268 -2.20898 1.88417 0.08
H 0.53108 -2.18192 1.49020 0.09
H -0.27298 -3.75860 1.63918 0.08
H -2.85463 -1.61372 -2.35210 0.08
H -1.93787 -3.12203 -2.26687 0.07
H -3.40582 -2.92160 -1.28346 0.08
H -0.82344 -0.45904 -1.96448 0.15
H -3.05015 0.61271 -1.49041 0.11
H -2.76475 0.35156 0.22964 0.10
H -1.18147 1.54693 2.07949 -0.03
H 1.63731 1.49832 -1.38807 0.08
H 2.83323 2.70036 -0.87743 0.06
H 1.22925 3.22880 -1.36688 0.08
H 3.82088 2.97254 0.85276 0.06
H 4.14260 1.24250 1.07833 0.08
H 3.87773 2.27270 2.49310 0.07

---

[3]
94
Properties=species:S:1:pos:R:3:lowdin_charge:R:1 method="wB97M-V/def2-TZVPD" relative_energy_kj_mol=21.0 homo_energy_ev=-13.3 e_lumo_ev=-6.0767 total_charge=+2
Zr 0.86331 -0.74857 1.40044 1.75
C -1.63089 -2.48498 0.13547 -0.16
C -0.31964 -3.19611 -0.14342 -0.15
N 0.56853 -3.04641 1.03250 -0.13
C 0.19553 -3.84526 2.23015 -0.08
C 0.10145 -2.99999 3.47443 -0.24
C 0.13205 -3.53364 4.74819 0.03
C 0.04811 -2.67351 5.83107 0.02
C -0.08821 -1.30750 5.62173 0.03
C -0.13329 -0.84629 4.32195 -0.24
C -0.25806 0.62175 3.99221 -0.12
N -0.55886 0.81786 2.55140 -0.12
C -2.01499 0.65852 2.22905 -0.15
C -2.36411 -0.70280 1.66460 -0.18
N -1.37399 -1.11044 0.63657 -0.16
N -0.04684 -1.68239 3.27547 0.01
H -2.19816 -3.01464 0.90374 0.12
H -2.25614 -2.45946 -0.75706 0.13
H 0.19161 -2.74869 -1.00506 0.11
H -0.49507 -4.25114 -0.37391 0.14
H 1.51720 -3.30389 0.76891 0.12
H 0.92651 -4.64074 2.37472 0.15
H -0.77071 -4.32606 2.05083 0.14
H 0.25017 -4.59871 4.89079 0.14
H 0.09199 -3.06525 6.83767 0.13
H -0.15320 -0.61668 6.45082 0.14
H 0.68647 1.12069 4.21727 0.14
H -1.04025 1.06177 4.61821 0.14
H -0.32673 1.78459 2.33357 0.13
H -2.25727 1.43296 1.50122 0.08
H -2.61004 0.85638 3.12403 0.14
H -3.36797 -0.66181 1.22920 0.14
H -2.36983 -1.47195 2.43693 0.11
H -1.46371 -0.43165 -0.13499 0.01
C 0.48636 2.23336 -3.09095 -0.28
C 1.70565 1.96541 -2.21070 -0.30
P 1.97926 0.59458 -0.98098 1.00
C 2.33420 -0.87585 -1.98231 -0.38
C 3.44920 -1.69760 -1.83304 -0.10
C 3.58464 -2.83248 -2.62081 -0.05
C 2.61012 -3.16892 -3.54899 -0.06
C 1.48680 -2.36647 -3.69456 -0.07
C 1.34966 -1.22882 -2.91371 -0.12
C 3.51456 1.26729 -0.29815 -0.41
C 4.73864 1.08500 -0.93807 -0.08
C 5.87854 1.70001 -0.44373 -0.04
C 5.80258 2.51271 0.67681 -0.05
C 4.58068 2.72675 1.29718 -0.05
C 3.44322 2.10478 0.81028 -0.13
C -0.70805 2.83874 -2.37205 -0.34
P -1.67386 1.58202 -1.45165 1.05
C -2.58925 0.79379 -2.80843 -0.38
C -2.27772 -0.52366 -3.13570 -0.13
C -2.89272 -1.16635 -4.20118 -0.07
C -3.84044 -0.48910 -4.95259 -0.05
C -4.15524 0.82984 -4.64794 -0.05
C -3.53071 1.46825 -3.59057 -0.09
C -2.89005 2.58956 -0.54840 -0.40
C -4.25359 2.30429 -0.53710 -0.09
C -5.11880 3.02700 0.27636 -0.06
C -4.63641 4.04327 1.08370 -0.06
C -3.27712 4.33460 1.08504 -0.07
C -2.41256 3.60970 0.28173 -0.13
H 0.18457 1.36537 -3.67660 0.09
H 0.82852 2.96089 -3.83174 0.12
H 1.94408 2.86245 -1.62838 0.09
H 2.56864 1.79946 -2.86683 0.10
H 4.20836 -1.46289 -1.10143 0.10
H 4.46289 -3.45332 -2.50953 0.12
H 2.73105 -4.05098 -4.16264 0.12
H 0.72706 -2.61672 -4.42267 0.11
H 0.47474 -0.61187 -3.04540 0.06
H 4.81112 0.47434 -1.82996 0.11
H 6.82630 1.54621 -0.94120 0.12
H 6.69520 2.98517 1.06240 0.12
H 4.51437 3.37416 2.16026 0.12
H 2.49570 2.29264 1.30362 0.09
H -1.38791 3.30475 -3.09240 0.10
H -0.38688 3.62627 -1.68875 0.08
H -1.51339 -1.04907 -2.57340 0.06
H -2.63374 -2.18704 -4.44853 0.11
H -4.33051 -0.98341 -5.77959 0.12
H -4.88536 1.36086 -5.24264 0.12
H -3.77966 2.49989 -3.37443 0.12
H -4.65280 1.51460 -1.15912 0.10
H -6.17589 2.79823 0.26665 0.11
H -5.31413 4.61300 1.70366 0.11
H -2.89489 5.13401 1.70502 0.11
H -1.35713 3.85879 0.29599 0.10
O 2.84944 -2.36600 3.15063 -0.25
S 3.26330 -1.20326 2.41221 0.40
O 4.59952 -0.75571 2.44139 -0.19
O 2.73804 -1.42407 0.94800 -0.53
O 2.22685 -0.05439 2.74716 -0.47

---

[4]
17
Properties=species:S:1:pos:R:3:lowdin_charge:R:1 method="wB97M-V/def2-TZVPD" relative_energy_kj_mol=249.8 homo_energy_ev=-9.1 e_lumo_ev=0.9553
C 1.92323 -0.54427 -0.85525 -0.06
C 0.83521 -1.07974 -0.01300 -0.29
N 0.20048 -0.61961 0.95645 -0.05
C 0.66742 0.65717 1.38465 -0.13
H 2.62493 -1.33259 -1.13904 0.09
H 2.33380 0.31513 -0.46948 0.02
H 1.43490 -0.36694 -1.84256 0.10
H 0.56971 -2.08420 -0.20734 0.10
H 1.61562 0.96696 0.84525 0.08
H -0.31718 1.25415 1.26808 0.09
H 0.80283 0.63663 2.46312 0.07
C -1.97553 1.02959 -0.69336 -0.10
C -2.20290 -0.23041 -0.23520 -0.77
Cl -3.18825 -0.59477 1.03866 0.67
H -2.17346 1.93503 -0.12702 0.05
H -1.47442 1.14637 -1.66021 0.06
H -1.67639 -1.08851 -0.71374 0.06

---

[5]
43
Properties=species:S:1:pos:R:3:lowdin_charge:R:1 method="wB97M-V/def2-TZVPD" relative_energy_kj_mol=149.7 homo_energy_ev=-7.7 e_lumo_ev=-0.0176
N -3.43706 -0.06892 0.87158 0.13
C -2.10805 0.21827 0.53801 -0.25
N -1.28748 -0.73449 0.92881 0.14
C 0.09758 -0.49133 0.77385 -0.16
C 1.04489 -1.63458 1.06674 -0.18
C 2.18907 -1.59142 1.82803 -0.04
C 3.00146 -2.70926 2.01428 -0.01
C 2.74037 -3.86472 1.34920 -0.29
O 3.61151 -4.94164 1.37280 -0.09
C 3.15135 -6.13111 2.05504 -0.26
C 2.41673 -7.25062 1.18410 -0.49
Cl 2.81065 -8.73564 2.19878 0.51
C 1.57156 -4.00348 0.56279 0.02
C 0.73841 -2.90614 0.51342 -0.02
C 0.57347 0.74219 0.25646 0.04
N -0.32027 1.61576 -0.27452 0.07
C -0.12222 2.91266 -0.85611 -0.38
O 0.98942 3.32738 -0.89087 0.11
N -1.41726 3.39717 -1.17135 0.02
C -1.77753 4.63342 -1.75416 -0.16
C -3.14623 4.88805 -1.94811 -0.04
C -3.49500 6.01937 -2.63799 -0.13
C -2.63569 6.99517 -3.10948 -0.07
C -1.21050 6.77414 -2.88165 -0.06
C -0.84150 5.59784 -2.22279 -0.03
N -2.30067 2.51950 -0.63872 0.13
C -1.67184 1.48970 -0.14427 -0.18
H -4.12242 0.65097 0.85061 0.08
H -3.45917 -0.83760 1.51847 0.10
H 2.45146 -0.63208 2.42227 0.15
H 3.84998 -2.63465 2.66478 0.12
H 3.98458 -6.59137 2.61819 0.09
H 2.42942 -5.74203 2.83488 0.14
H 1.37174 -6.99723 0.98577 0.07
H 2.96312 -7.44444 0.23193 0.08
H 1.38717 -4.86422 -0.05208 0.11
H -0.19263 -2.91603 0.09058 0.08
H 1.56557 0.89429 0.01965 0.11
H -3.92143 4.18408 -1.57010 0.12
H -4.54569 6.12143 -2.83704 0.10
H -2.85570 7.97843 -3.58855 0.11
H -0.28566 7.30123 -3.20235 0.11
H 0.21445 5.46192 -1.97089 0.10

---

[6]
88
Properties=species:S:1:pos:R:3:lowdin_charge:R:1 method="wB97M-V/def2-TZVPD" relative_energy_kj_mol=21.4 homo_energy_ev=-8.9 e_lumo_ev=-0.2042
N -0.88978 -3.18498 -2.53162 0.14
C -0.28797 -4.03188 -1.63969 -0.69
N 1.07011 -3.83044 -1.56465 0.16
O -0.88335 -4.86466 -0.98814 0.03
H -0.44783 -2.49825 -3.13295 0.05
H -1.85895 -3.40366 -2.68378 0.10
H 1.61379 -4.44351 -0.98773 0.09
H 1.49875 -3.09355 -2.09139 0.08
N -4.21064 -0.64434 -3.84990 0.16
C -4.16749 -1.40951 -2.70508 -0.64
N -5.00770 -2.47938 -2.71689 0.19
O -3.39679 -1.15908 -1.79036 -0.01
H -3.90318 0.30990 -3.78726 0.08
H -4.74903 -0.93507 -4.64354 0.10
H -4.96642 -3.11656 -1.94175 0.12
H -5.58177 -2.63878 -3.52070 0.10
N -3.64284 -0.43664 1.42439 0.17
C -4.71077 -0.51600 2.26173 -0.67
N -4.28848 -0.22962 3.54806 0.15
O -5.86038 -0.78431 1.96380 0.02
H -2.75134 -0.17750 1.80941 0.08
H -3.72033 -0.72637 0.46709 0.06
H -3.54960 0.45158 3.62191 0.05
H -4.99155 -0.23620 4.26572 0.10
N -3.17710 3.81146 -0.87529 0.17
C -3.07845 2.48991 -0.57178 -0.63
N -3.93229 1.67028 -1.24669 0.17
O -2.23987 2.06465 0.21700 -0.01
H -2.61743 4.49533 -0.40161 0.11
H -3.89116 4.10590 -1.51583 0.10
H -3.76703 0.69078 -1.05402 0.04
H -4.92166 1.82117 -1.37002 0.12
N 6.65895 -2.44463 -2.36205 0.15
C 5.92908 -1.69232 -1.48121 -0.67
N 4.64968 -2.11895 -1.29735 0.16
O 6.28747 -0.62287 -0.99992 0.00
H 7.61452 -2.18893 -2.52490 0.10
H 6.19554 -3.04284 -3.01847 0.09
H 4.44425 -3.06288 -1.56457 0.10
H 4.18342 -1.59017 -0.58039 0.06
N 1.42075 -4.07691 1.79539 0.15
C 2.66471 -3.69797 2.22554 -0.69
N 3.07840 -2.56712 1.58693 0.15
O 3.35402 -4.32082 3.01381 0.01
H 0.84965 -3.40226 1.31519 0.08
H 0.96020 -4.90771 2.11215 0.10
H 3.89520 -2.08384 1.90944 0.10
H 2.46939 -2.09154 0.92992 0.03
N -1.26518 0.39384 -3.81756 0.17
C -0.30130 -0.25674 -4.53929 -0.65
N 0.58308 0.58186 -5.16418 0.16
O -0.29560 -1.46670 -4.71098 0.01
H -1.32464 1.39412 -3.81698 0.10
H -2.01393 -0.11986 -3.38139 0.05
H 1.35146 0.14665 -5.64026 0.11
H 0.54174 1.57821 -5.08054 0.09
N -0.76310 -0.60684 -0.65954 0.20
C 0.35959 -0.38640 0.05126 -0.62
N 0.28766 0.61033 0.94625 0.20
O 1.41816 -1.03841 -0.04248 -0.06
H -1.52102 0.04979 -0.57971 0.05
H -0.92029 -1.45030 -1.19466 0.06
H 1.12553 0.83701 1.46299 0.08
H -0.54646 1.10839 1.19952 0.05
N 3.58967 0.77855 -0.65828 0.17
C 3.89932 1.43437 0.49667 -0.65
N 5.19315 1.87817 0.55550 0.17
O 3.08673 1.60773 1.39913 -0.01
H 2.67680 0.34467 -0.71294 0.07
H 4.28469 0.52854 -1.33895 0.07
H 5.40953 2.48621 1.32104 0.10
H 5.75260 1.74250 -0.26463 0.08
N -2.09600 2.64188 5.20571 0.18
C -1.82231 2.20298 3.95645 -0.70
N -2.00499 3.14927 2.97335 0.16
O -1.49145 1.05380 3.67585 0.01
H -1.90414 2.01734 5.96810 0.11
H -2.42839 3.56797 5.39414 0.10
H -1.90336 2.84595 2.01728 0.05
H -2.80027 3.72434 3.20838 0.10
N 1.39952 3.45428 3.48928 0.18
C 2.05124 4.64391 3.60849 -0.68
N 3.42613 4.54205 3.54680 0.14
O 1.49204 5.70556 3.82464 0.01
H 0.40615 3.39207 3.59710 0.06
H 1.94222 2.68601 3.12915 0.07
H 3.88320 5.37388 3.87720 0.09
H 3.89551 3.66411 3.67014 0.08